Run 1
Below is a structure of composition C42H66As3ClN9O2ReS, with properties calculated with ωB97M-V/def2-TZVPD.

Summary:
* net charge: +3
* multiplicity: 2
* expectation value of S²: 0.752

CARTESIAN COORDINATES (ANGSTROEM)
H1 -0.9987 -2.7676 -1.0394
C1 -1.7717 -3.7848 -2.7374
As1 -0.3239 3.3784 1.9083
H2 -4.8064 2.1151 -0.6666
H3 -0.3043 5.8143 6.0452
H4 2.4278 -4.6572 0.3160
N1 0.6473 0.7227 -2.8209
C2 -4.8019 1.1511 -1.1628
C3 1.6636 1.4306 -2.3276
C4 2.8091 2.4166 3.4147
C5 0.6592 -1.9284 0.4463
H5 1.1057 -0.3997 -4.5610
H6 3.4450 -0.9676 1.5885
C6 0.4450 0.4034 -4.2293
H7 2.4078 -0.7418 3.0191
C7 1.0174 -6.5948 -0.7720
H8 3.7835 4.7844 2.4100
H9 2.6895 7.6689 3.8188
C8 2.1906 3.8213 3.5286
C9 -3.6143 0.4381 -1.3071
H10 -0.2027 -2.1426 1.0483
C10 -1.6257 -0.6780 1.9868
C11 0.6059 -5.0821 -0.8157
Cl1 -2.4835 -4.0486 -7.1904
C12 -3.6186 -0.7999 -1.9426
C13 2.6942 4.7091 2.3927
H11 3.8856 2.4673 3.5986
H12 -3.2194 -5.3685 -2.5979
C14 2.7274 4.3323 4.8971
H13 0.7281 -8.3655 -1.9666
C15 -5.9887 -0.6162 -2.2798
H14 -0.3566 -2.2602 -3.2283
C16 -1.3089 -3.0245 -4.9891
H15 -1.8108 -1.7045 3.7418
H16 -1.1061 -4.8912 0.4844
H17 0.5970 1.2893 -4.8456
C17 -1.0975 -2.9511 -3.6219
O1 1.7648 1.7160 -1.0926
C18 0.5541 5.7820 6.7186
H18 0.2409 4.7002 3.9116
H19 -2.9455 -2.1226 2.5133
H20 -0.5857 0.0833 -4.3636
N2 -1.5882 0.5233 0.1011
H21 -2.2208 2.3753 3.2514
H22 0.4541 5.5440 0.7408
C19 0.2908 -7.3714 -1.8839
C20 -0.4723 5.1812 1.1789
H23 -2.3456 4.1533 3.2128
H24 -3.5980 -5.5186 -5.0273
N3 -2.0797 -1.6734 2.7731
H25 -2.2057 4.6160 -3.7680
C21 4.2014 1.9390 0.7210
C22 -0.5552 4.4589 -2.3884
H26 -0.0296 5.3346 -2.7424
H27 2.7570 -7.7916 -1.2269
H28 3.3887 2.3878 -2.7748
H29 1.1755 -6.7679 1.4090
H30 4.0969 -0.1710 3.0298
H31 -3.3119 2.5661 -2.8722
N4 -2.1382 -0.5227 0.8097
H32 -0.4308 -7.1711 0.7706
H33 -6.9151 1.1602 -1.5119
H34 0.9391 3.9726 -0.9279
C23 -2.1207 3.2604 2.6302
H35 -6.9143 -1.0246 -2.6624
C24 0.6575 3.7451 3.5742
C25 -1.7642 4.0597 -2.9522
H36 2.8990 -6.1353 -1.8083
O2 1.0136 -4.4703 -2.0291
S1 -0.3266 0.3291 2.6007
H37 2.6696 1.5843 -4.1247
H38 1.5458 8.3514 4.9979
C26 -0.0148 3.7142 -1.3650
As2 2.1435 6.0328 5.6634
H39 2.4737 3.6236 5.6905
H40 4.3879 1.1891 -0.0452
H41 -2.6937 -1.3470 -2.0668
C27 -1.5630 -3.6776 -1.2463
C28 0.6406 -7.2247 0.5736
H42 -0.7700 -7.5083 -1.6782
C29 1.8088 7.4652 4.4221
C30 -1.7859 2.2284 -1.4138
H43 -2.5417 -3.5340 -0.7762
H44 0.9353 -4.4544 1.2458
C31 3.2044 -0.3064 2.4198
H45 2.2847 5.7178 2.4416
N5 2.4767 -2.3452 -0.6996
H46 0.3805 -6.9146 -2.8739
H47 0.9143 -8.2804 0.5657
C32 -4.8017 -1.3208 -2.4372
H48 -0.7677 5.8347 2.0001
H49 0.6048 4.8262 7.2346
N6 -0.6081 2.6123 -0.8710
Re1 0.3363 1.3185 0.5638
C33 2.5312 -6.7529 -0.9887
H50 2.4084 4.2906 1.4235
C34 -5.9898 0.6148 -1.6380
H51 4.0516 2.9069 0.2495
N7 2.6225 1.8637 -3.1601
C35 -2.2136 -3.9509 -5.4864
C36 -0.9157 -4.9053 -0.5924
H52 5.0592 1.9785 1.3915
C37 2.2038 -1.0735 -0.7095
H53 0.8579 -5.0747 -2.7633
C38 -2.8963 -4.7996 -4.6277
H54 2.8495 -0.3664 -1.1953
H55 0.3350 2.9865 4.2930
H56 0.0278 0.3203 -2.1340
H57 3.8175 4.3874 4.8625
N8 1.4762 -2.8785 0.0267
H58 2.3882 1.7580 4.1797
H59 0.4708 6.5869 7.4469
H60 -4.7946 -2.2747 -2.9495
As3 2.6347 1.4153 1.7343
C39 1.3971 -4.3207 0.2695
H61 -1.4490 -5.7792 -0.9636
C40 -2.6712 -4.7088 -3.2617
H62 3.1073 -6.5126 -0.0937
C41 -2.3827 2.9302 -2.4582
H63 -0.7722 -2.3882 -5.6813
N9 1.0596 -0.7406 -0.0221
H64 -1.2583 5.2065 0.4263
H65 -2.8224 3.1963 1.7983
H66 0.9648 7.1755 3.7930
C42 -2.3327 1.0084 -0.8485

Results of the Mulliken charge analysis, in e, for atoms 1 through 99: number 1, H, carries -0.8716; number 2, C, carries -0.2692; number 3, As, carries 0.8943; number 4, H, carries 0.5016; number 5, H, carries 0.3219; number 6, H, carries 0.2451; number 7, N, carries 0.8540; number 8, C, carries 0.1934; number 9, C, carries 0.0537; number 10, C, carries -2.0215; number 11, C, carries -1.3945; number 12, H, carries 0.4571; number 13, H, carries 0.4042; number 14, C, carries -1.4714; number 15, H, carries 0.4172; number 16, C, carries 1.4393; number 17, H, carries 0.4416; number 18, H, carries 0.3885; number 19, C, carries 2.4078; number 20, C, carries -0.6691; number 21, H, carries 0.8423; number 22, C, carries -0.0249; number 23, C, carries 1.8659; number 24, Cl, carries -0.1943; number 25, C, carries 0.6974; number 26, C, carries -1.2685; number 27, H, carries 0.6971; number 28, H, carries 0.5081; number 29, C, carries -1.6030; number 30, H, carries 0.5255; number 31, C, carries -0.6297; number 32, H, carries 0.5117; number 33, C, carries -1.1981; number 34, H, carries 0.2402; number 35, H, carries 0.6403; number 36, H, carries 0.5679; number 37, C, carries 0.9871; number 38, O, carries -0.1878; number 39, C, carries -0.9730; number 40, H, carries 0.3600; number 41, H, carries 0.2810; number 42, H, carries 0.3025; number 43, N, carries 1.4430; number 44, H, carries 0.3659; number 45, H, carries 0.3976; number 46, C, carries -1.5667; number 47, C, carries -1.6400; number 48, H, carries 0.5014; number 49, H, carries 0.4941; number 50, N, carries -0.2459; number 51, H, carries 0.5123; number 52, C, carries -1.4514; number 53, C, carries -1.0218; number 54, H, carries 0.6147; number 55, H, carries 0.4993; number 56, H, carries 0.2678; number 57, H, carries 0.3686; number 58, H, carries 0.5787; number 59, H, carries 0.7075; number 60, N, carries -1.6035; number 61, H, carries 0.2880; number 62, H, carries 0.4450; number 63, H, carries 0.6174; number 64, C, carries -1.3944; number 65, H, carries 0.4403; number 66, C, carries -1.6278; number 67, C, carries -1.3883; number 68, H, carries 0.2714; number 69, O, carries -0.6728; number 70, S, carries -0.6753; number 71, H, carries 0.1984; number 72, H, carries 0.4237; number 73, C, carries -0.4969; number 74, As, carries 0.5741; number 75, H, carries 0.5872; number 76, H, carries 0.4292; number 77, H, carries 0.0696; number 78, C, carries -0.0296; number 79, C, carries -1.8345; number 80, H, carries 0.4012; number 81, C, carries -0.8363; number 82, C, carries 0.1651; number 83, H, carries 0.7993; number 84, H, carries 0.3968; number 85, C, carries -1.3964; number 86, H, carries 0.1590; number 87, N, carries -1.0464; number 88, H, carries 0.3485; number 89, H, carries 0.5145; number 90, C, carries -0.7028; number 91, H, carries 0.5146; number 92, H, carries 0.3733; number 93, N, carries 0.6226; number 94, Re, carries 1.7598; number 95, C, carries -1.7368; number 96, H, carries -0.1823; number 97, C, carries -0.9971; number 98, H, carries 0.3120; number 99, N, carries -0.2415

=====

Run 2
Below is a structure of composition C42H66As3ClN9O2ReS, with properties calculated with ωB97M-V/def2-TZVPD.

Summary:
* net charge: +3
* multiplicity: 2
* expectation value of S²: 0.817

CARTESIAN COORDINATES (ANGSTROEM)
C1 0.2075 3.2518 -6.4321
C2 1.4037 -5.1785 -0.1576
As1 -0.9085 2.8758 -2.1723
H1 -1.5343 -2.5983 -0.3201
C3 1.2568 -3.8209 5.7888
H2 -4.0141 -1.8590 1.4887
H3 -0.9793 -2.8620 2.0863
H4 -2.6579 4.1293 -0.8546
H5 -5.8908 2.6593 -0.3234
N1 -4.7213 -1.1515 1.3984
H6 -2.6986 -0.9955 -3.7454
H7 0.7577 -1.0177 -3.7364
H8 3.3750 -3.5276 5.2819
H9 -1.0725 4.9354 -0.7198
H10 2.0481 -4.7575 3.5925
H11 4.3830 3.5124 -0.7259
C4 0.6810 -4.3185 0.6509
H12 -0.6742 -4.9052 4.3272
N2 2.2476 -1.2883 2.2308
H13 1.5533 0.5986 -6.5940
O1 1.8046 -3.8463 3.3896
C5 2.5208 2.4620 -0.6865
C6 -0.3819 -6.1751 1.7128
H14 0.6010 -3.5683 7.8248
H15 -4.3897 1.9428 -0.9441
H16 -1.4498 4.5682 3.3624
C7 -4.4905 -0.1552 0.5067
C8 1.9789 -0.6323 1.1386
C9 3.8292 2.6734 -1.1156
C10 3.6758 0.6820 -2.4147
C11 0.9697 -1.8395 4.2696
H17 2.7377 -2.3166 6.4002
H18 1.7317 -5.8796 5.1210
H19 -3.3050 0.1539 -2.5609
C12 0.7699 0.5548 -7.3516
H20 3.7227 5.7131 3.8132
C13 2.6891 -3.3674 6.1130
N3 1.1004 -1.2446 2.9285
H21 -5.9549 1.4705 -1.6360
N4 -5.5046 0.6996 0.2749
H22 0.8581 -3.2520 0.5774
H23 2.5127 3.7656 2.9157
H24 2.7008 -0.5080 0.3551
H25 1.0428 3.0595 -5.7597
H26 -0.4479 4.0171 -6.0161
H27 3.0629 -3.9309 6.9655
H28 3.9259 7.4184 -0.1072
C14 -1.9876 -2.2448 -1.2439
H29 1.8127 -0.3486 -2.2210
C15 -2.4504 -0.0768 -3.2020
N5 0.0893 3.6033 1.6591
H30 -2.8046 3.5409 3.0338
H31 -3.0277 -1.9889 -1.0782
H32 -3.1779 2.6141 -3.0888
C16 0.5926 3.7081 -3.0661
H33 1.1675 0.9427 -8.2884
H34 0.1967 -8.1206 1.0063
C17 0.1638 -1.6490 -3.0851
H35 -3.4681 1.9023 -5.8071
C18 -0.9202 0.8177 -5.0308
C19 4.4077 1.7875 -2.0034
C20 3.5021 5.6569 2.7571
O2 -3.3795 -0.0312 -0.0362
H36 1.2817 2.9712 -3.4730
H37 -0.0372 1.1151 -4.4464
C21 0.8579 -3.3859 4.3330
Cl1 2.1203 -7.6285 -1.0312
H38 -3.4366 0.1456 -5.7920
H39 0.3509 -2.1341 6.8603
H40 -2.0552 3.2056 -4.3081
H41 -0.8180 -0.2523 -5.2291
C22 -2.2052 2.4234 -3.5547
Re1 -0.1732 1.2511 -0.3350
H42 4.4121 7.5452 2.3111
H43 0.0895 -1.3675 4.7034
N6 -1.8446 3.7863 2.8613
C23 0.3074 -3.2235 6.8342
H44 -1.0786 -6.5794 2.4366
C24 3.6248 6.6152 0.5499
H45 0.6043 3.6439 -7.3685
H46 0.2044 4.3214 -3.8792
C25 -0.9938 -3.8701 2.5024
C26 0.2000 -0.5372 2.2701
H47 -1.2781 -3.2894 4.5497
C27 1.2222 -6.5480 -0.0227
C28 0.3310 -7.0533 0.9121
N7 0.7003 2.8845 0.6838
H48 4.0986 -0.0594 -3.0769
C29 -5.4384 1.7510 -0.7170
C30 2.9771 5.5056 0.0328
C31 -1.7617 4.4293 -1.3958
H49 0.1742 -5.7300 5.9324
C32 2.5656 4.4785 0.8855
H50 -1.8931 -3.0146 -2.0087
H51 1.6626 -5.6518 6.8483
C33 -3.4410 1.0298 -5.1517
C34 -0.5604 -3.8800 3.9760
H52 5.4213 1.9409 -2.3464
H53 -6.3914 0.5317 0.7213
H54 2.7828 5.4516 -1.0316
C35 -2.2098 1.0461 -4.2285
C36 3.8930 6.6860 1.9098
C37 2.3889 0.5163 -1.9507
H55 -0.4531 -2.2941 -3.7113
N8 1.7911 1.3881 -1.1190
H56 -5.6453 -1.3749 1.7262
H57 -2.0317 5.1026 -2.2116
H58 0.8007 -2.2872 -2.4735
H59 0.4740 -0.4805 -7.5158
S1 -1.9206 1.8997 0.9994
C38 2.8242 4.5612 2.2540
H60 -2.0427 -4.1817 2.4874
C39 -0.2182 -4.7970 1.5985
C40 1.8864 3.3053 0.3207
H61 2.1204 -4.8084 -0.8748
As2 -0.7956 1.6202 -6.8605
C41 -1.1248 3.1939 1.9034
N9 0.6995 -0.1360 1.0976
As3 -1.0860 -0.6753 -1.9431
C42 1.1947 -5.3518 5.9125
H62 1.8538 -1.5041 4.8061
H63 1.1106 4.3523 -2.3565
H64 -0.7260 -3.5312 6.6830
H65 -4.3571 1.0177 -4.5609
H66 -0.7977 -0.3503 2.6260

Results of the Mulliken charge analysis, in e, for atoms 1 through 99: number 1, C, carries -1.0592; number 2, C, carries -1.2962; number 3, As, carries 1.4672; number 4, H, carries 0.0289; number 5, C, carries 1.6180; number 6, H, carries 0.1338; number 7, H, carries -0.8066; number 8, H, carries 0.2962; number 9, H, carries 0.3810; number 10, N, carries -0.4233; number 11, H, carries 0.7723; number 12, H, carries 0.4890; number 13, H, carries 0.3174; number 14, H, carries 0.3559; number 15, H, carries 0.6374; number 16, H, carries 0.7342; number 17, C, carries 1.1570; number 18, H, carries 0.3202; number 19, N, carries -0.8869; number 20, H, carries 0.2776; number 21, O, carries -0.6236; number 22, C, carries 1.2303; number 23, C, carries -0.2029; number 24, H, carries 0.5175; number 25, H, carries -0.1282; number 26, H, carries 0.2489; number 27, C, carries 0.6483; number 28, C, carries -1.0292; number 29, C, carries -0.9976; number 30, C, carries -1.0739; number 31, C, carries -2.0659; number 32, H, carries 0.3991; number 33, H, carries 0.3570; number 34, H, carries 0.1279; number 35, C, carries -1.1242; number 36, H, carries 0.4434; number 37, C, carries -1.7531; number 38, N, carries 0.9859; number 39, H, carries 0.3412; number 40, N, carries -0.2608; number 41, H, carries 0.1770; number 42, H, carries 0.4955; number 43, H, carries 0.7936; number 44, H, carries 0.2407; number 45, H, carries 0.2289; number 46, H, carries 0.5001; number 47, H, carries 0.4614; number 48, C, carries -1.0463; number 49, H, carries 0.2509; number 50, C, carries -1.9376; number 51, N, carries -1.7875; number 52, H, carries 0.2068; number 53, H, carries 0.3408; number 54, H, carries 0.6779; number 55, C, carries -1.2617; number 56, H, carries 0.4271; number 57, H, carries 0.4722; number 58, C, carries -1.9644; number 59, H, carries 0.5803; number 60, C, carries -1.2232; number 61, C, carries -1.2373; number 62, C, carries -0.9486; number 63, O, carries -0.6063; number 64, H, carries 0.0541; number 65, H, carries -0.2765; number 66, C, carries 2.0396; number 67, Cl, carries -0.1927; number 68, H, carries 0.4820; number 69, H, carries 0.3485; number 70, H, carries 0.6967; number 71, H, carries 0.7820; number 72, C, carries -1.9643; number 73, Re, carries 0.5205; number 74, H, carries 0.4533; number 75, H, carries 0.2738; number 76, N, carries -0.3711; number 77, C, carries -1.8370; number 78, H, carries 0.4865; number 79, C, carries -1.0374; number 80, H, carries 0.5288; number 81, H, carries 0.6955; number 82, C, carries -0.1147; number 83, C, carries 0.1066; number 84, H, carries 0.6062; number 85, C, carries 0.1527; number 86, C, carries -0.9524; number 87, N, carries 1.6288; number 88, H, carries 0.6416; number 89, C, carries -0.4802; number 90, C, carries 0.0003; number 91, C, carries -1.2514; number 92, H, carries 0.4128; number 93, C, carries -0.6299; number 94, H, carries 0.5911; number 95, H, carries 0.5239; number 96, C, carries -2.2829; number 97, C, carries -1.8838; number 98, H, carries 0.4942; number 99, H, carries 0.2004

=====

Order from most stable to least stable according to the calculation: run 1, run 2